{"formula": "C3H7NOS", "method": "ωB97M-V with the def2-TZVPD basis set", "species": ["C", "C", "C", "N", "O", "S", "H", "H", "H", "H", "H", "H", "H"], "xyz": [[-0.595, -0.017, 0.477], [-0.211, 0.654, -1.703], [0.421, 0.049, -0.513], [-1.558, 0.135, 1.086], [1.002, 0.123, 2.075], [0.077, 0.483, 3.213], [0.681, 0.848, -2.351], [-0.665, 1.672, -1.554], [-1.010, -0.081, -2.031], [1.310, 0.691, -0.194], [0.616, -0.937, -0.783], [-1.200, 0.011, 2.712], [0.043, -0.631, 4.214]], "lowdin_charge": [-0.305, -0.125, -0.270, 0.096, -0.683, 0.792, 0.091, 0.098, 0.108, 0.150, 0.105, -0.042, -0.014], "relative_energy_kcal_mol": 84.42, "homo_energy_ha": -0.355, "homo_lumo_gap_ev": 10.330, "charge": 0}